Molecular formula: C22H62BBrN6NbO6P2
Method: DFT, ωB97M-V with the def2-TZVPD basis set

Each line ends with the Mulliken charge.
CARTESIAN COORDINATES (ANGSTROEM)
C 1.4820 6.9738 -1.4430  -1.296
C 0.3525 7.0081 -2.4665  -0.373
C -0.2517 5.6085 -2.6814  -0.635
O -1.4764 5.4505 -2.0054  -0.011
C -2.6659 5.5378 -2.8455  -0.711
Nb -4.2184 3.9527 -2.3104  -0.664
O -5.6746 2.7212 -1.8072  -0.788
Br -3.3474 2.4766 -4.2823  -0.513
B -2.5505 3.0223 -0.8566  1.009
O -2.0761 3.5811 0.3421  -0.437
O -1.9653 1.8206 -1.2297  -0.503
C -0.6032 1.9098 -1.6064  -0.426
C -4.7992 5.4051 -0.6872  0.496
C -5.0579 4.7265 0.6645  -1.250
C -6.0332 6.1916 -1.2113  -0.760
C -6.6420 7.1830 -0.2250  -0.081
C -7.8485 7.8805 -0.8621  -1.352
H 1.1306 6.6044 -0.4799  0.286
H 1.9079 7.9625 -1.2749  0.405
H 2.2710 6.3128 -1.7972  0.313
H 0.7661 7.3360 -3.4221  0.310
H -0.4344 7.6895 -2.1532  0.255
H 0.4326 4.8728 -2.2449  0.336
H -0.3330 5.3659 -3.7421  0.434
H -3.1379 6.5157 -2.6981  0.186
H -2.4116 5.4293 -3.9012  0.546
H -5.2537 4.9307 -3.5148  -0.012
H -5.5104 2.2577 -0.9723  0.240
H -1.4134 4.2654 0.1794  0.287
H -0.4720 2.7256 -2.3227  0.001
H 0.0463 2.1293 -0.7550  0.226
H -0.2786 1.0035 -2.1071  0.277
H -4.0000 6.1418 -0.5781  0.144
H -5.7595 5.2888 1.2864  0.428
H -5.5034 3.7381 0.5538  0.104
H -4.1423 4.6504 1.2406  0.263
H -6.7732 5.4725 -1.5713  0.437
H -5.6854 6.7467 -2.0817  0.283
H -5.8802 7.9158 0.0456  0.274
H -7.0161 6.6899 0.6694  0.233
H -8.3749 8.5224 -0.1585  0.384
H -8.5214 7.1151 -1.2468  0.327
H -7.5346 8.4598 -1.7306  0.327
O 1.1539 -1.4864 -2.8614  -0.803
P 1.6007 -2.8910 -2.6630  0.775
N 3.2040 -2.4647 -2.1035  0.061
C 4.3624 -3.3327 -2.1518  -0.730
C 3.2359 -1.5729 -0.9440  -0.959
N 1.6641 -3.4963 -4.2451  0.227
C 2.8020 -4.2062 -4.7907  -1.244
C 1.0372 -2.6640 -5.2677  -0.973
N 1.6576 -4.4355 -1.8994  0.149
C 0.5632 -5.3463 -2.3268  -1.119
C 1.5661 -4.3529 -0.4224  -1.051
H 4.3308 -4.1828 -1.4509  0.228
H 5.2499 -2.7455 -1.9049  0.412
H 4.5346 -3.7270 -3.1474  0.184
H 2.8837 -2.0335 -0.0128  0.234
H 2.6207 -0.6939 -1.1303  0.262
H 4.2566 -1.2278 -0.7708  0.396
H 3.6343 -3.5318 -5.0263  0.327
H 2.5086 -4.7049 -5.7189  0.422
H 3.1463 -4.9902 -4.1172  0.358
H 1.6607 -1.8071 -5.5464  0.297
H 0.0752 -2.2873 -4.9359  0.349
H 0.8618 -3.2701 -6.1600  0.315
H -0.4300 -4.9379 -2.1175  0.361
H 0.6660 -6.2912 -1.7922  0.379
H 0.6299 -5.5593 -3.3893  0.357
H 0.7016 -3.7704 -0.0899  0.362
H 2.4615 -3.9199 0.0109  -0.020
H 1.4837 -5.3546 -0.0028  0.463
O 3.1581 -4.1107 2.6349  -0.814
P 2.5767 -4.2514 3.9812  0.611
N 3.4437 -3.1664 4.9576  0.118
C 3.4883 -3.2074 6.4067  -0.784
C 3.5168 -1.8008 4.4312  -0.999
N 2.9599 -5.8601 4.3937  0.334
C 3.3418 -6.2804 5.7271  -1.244
C 3.6929 -6.6257 3.3912  -0.916
N 1.0817 -4.2743 4.7921  0.003
C 0.1544 -5.3221 4.3034  -1.006
C 0.3536 -2.9852 4.6933  -0.978
H 2.5442 -2.9290 6.8973  0.270
H 4.2520 -2.5080 6.7508  0.397
H 3.7855 -4.1801 6.7778  0.192
H 2.5562 -1.2727 4.4387  0.301
H 3.8797 -1.8122 3.4046  0.226
H 4.2207 -1.2149 5.0218  0.405
H 4.3692 -5.9880 5.9781  0.314
H 3.2850 -7.3701 5.7955  0.389
H 2.6558 -5.8916 6.4790  0.358
H 4.7578 -6.3649 3.3579  0.308
H 3.2766 -6.4756 2.4004  0.185
H 3.6066 -7.6897 3.6252  0.334
H -0.0806 -5.2096 3.2403  0.284
H -0.7742 -5.2577 4.8701  0.418
H 0.5708 -6.3112 4.4624  0.311
H 0.2342 -2.6416 3.6618  0.330
H 0.8629 -2.2097 5.2626  0.234
H -0.6360 -3.0969 5.1319  0.402

E_tot in Eh: -4993.95898
Relative energy (zero: lowest compared OMol25 entry of this formula, charge and spin) in eV: 0.000
Kohn-Sham gap in eV: 5.758
Maximum force in hartree/bohr: 0.126
HOMO in eV: -3.98
Net charge: -1

Molecular formula: C22H62N4O10
Method: DFT, ωB97M-V with the def2-TZVPD basis set

Each line ends with the Mulliken charge.
CARTESIAN COORDINATES (ANGSTROEM)
C 4.6554 2.6925 -9.7948  -0.751
O 4.5428 1.9623 -8.5362  -0.320
C 3.4730 2.4768 -7.7420  -0.657
C 3.6296 1.9543 -6.3168  0.367
C 3.3230 0.4751 -6.2707  -1.411
N 2.7924 2.6684 -5.3566  -0.647
H 4.8719 3.7313 -9.5457  0.305
H 3.7875 2.6085 -10.4488  0.289
H 5.4887 2.4370 -10.4493  0.289
H 3.5803 3.5615 -7.7456  0.410
H 2.5178 2.1606 -8.1611  0.312
H 4.6990 2.0094 -6.1136  0.208
H 4.0242 -0.0663 -6.9058  0.344
H 2.3280 0.1127 -6.5290  0.326
H 3.5022 0.0391 -5.2879  0.401
H 2.9776 2.1118 -4.5343  0.277
H 1.8261 2.5890 -5.6392  0.258
C -0.0539 -6.7089 -0.2405  -0.760
O -0.0451 -6.9918 1.1430  -0.315
C -0.6689 -5.9462 1.9516  -0.672
C -0.6046 -6.3577 3.4470  0.225
C -1.0363 -5.2155 4.4241  -1.309
N 0.7167 -6.6932 3.9268  -0.731
H -1.0693 -6.5740 -0.6131  0.304
H 0.3663 -7.4916 -0.8722  0.270
H 0.4287 -5.7507 -0.4332  0.308
H -0.1937 -4.9753 1.8109  0.342
H -1.6885 -5.8188 1.5880  0.390
H -1.2821 -7.2011 3.5799  0.331
H -1.0356 -5.5490 5.4619  0.342
H -2.0061 -4.8467 4.0903  0.358
H -0.3087 -4.4165 4.2819  0.316
H 1.0550 -7.3197 3.2104  0.327
H 1.3231 -5.9082 3.7366  0.272
C 3.1503 1.3150 1.0310  -0.782
O 1.8149 1.4721 0.5912  -0.292
C 0.8934 0.5414 1.0600  -0.848
C -0.4061 1.2090 1.4614  0.748
C -0.2475 2.0181 2.7145  -1.503
N -1.4141 0.1987 1.7797  -0.662
H 3.7015 0.5142 0.5379  0.312
H 3.2681 1.2818 2.1141  0.343
H 3.7162 2.1930 0.7195  0.249
H 0.7481 -0.0998 0.1906  0.355
H 1.2486 -0.0905 1.8740  0.363
H -0.7157 1.8788 0.6592  0.174
H -1.1018 2.6689 2.9012  0.395
H 0.5065 2.7883 2.5519  0.341
H -0.1019 1.3604 3.5714  0.372
H -2.2103 0.6452 2.2118  0.217
H -1.7717 -0.3088 0.9830  0.220
C -6.4962 2.7595 3.7743  -0.839
O -6.1560 1.6842 4.5391  -0.299
C -6.5852 1.6346 5.8536  -0.846
C -6.4067 0.2251 6.5196  0.500
C -4.9608 -0.2017 6.8762  -1.349
N -7.0766 -0.7887 5.6587  -0.817
H -5.7966 2.8440 2.9427  0.238
H -6.3611 3.7047 4.3001  0.345
H -7.5475 2.8121 3.4912  0.327
H -6.0653 2.3654 6.4731  0.362
H -7.5973 2.0377 5.8902  0.454
H -6.9890 0.2464 7.4408  0.377
H -4.3185 -0.1039 6.0010  0.250
H -5.0216 -1.2463 7.1818  0.368
H -4.6538 0.4090 7.7253  0.343
H -6.8433 -0.4148 4.7499  0.302
H -8.0457 -0.5140 5.5852  0.283
O 5.6141 -4.8088 -0.5440  -0.503
C 5.2132 -5.2725 0.7566  -0.322
C 6.2793 -5.0894 1.9226  -0.340
O 5.7966 -5.5171 3.2119  -0.498
H 6.3668 -5.3322 -0.8287  0.292
H 4.4198 -4.6015 1.0858  0.213
H 4.7465 -6.2556 0.6947  0.317
H 6.5722 -4.0437 2.0165  0.255
H 7.1404 -5.6815 1.6129  0.292
H 5.8574 -6.4749 3.2307  0.292
O 0.4950 8.6824 -1.3547  -0.531
C 0.8195 7.5276 -0.5575  -0.367
C 2.3536 7.3720 -0.6149  -0.337
O 2.8601 7.2159 -1.9540  -0.493
H 0.5970 9.5248 -0.9057  0.302
H 0.4531 7.7853 0.4362  0.268
H 0.3256 6.6006 -0.8489  0.302
H 2.5257 6.4871 -0.0022  0.224
H 2.8700 8.2099 -0.1466  0.329
H 2.5621 6.3575 -2.2638  0.302
O -3.7227 -0.3906 -2.9774  -0.500
C -3.1557 0.2520 -4.1049  -0.363
C -3.4874 1.7749 -4.1915  -0.333
O -2.8137 2.4138 -5.2815  -0.514
H -4.3640 -1.0346 -3.2867  0.314
H -2.0965 0.0427 -4.2541  0.282
H -3.5287 -0.0703 -5.0771  0.252
H -3.3946 2.3341 -3.2605  0.346
H -4.5367 1.8371 -4.4799  0.210
H -2.8419 3.3568 -5.1042  0.305

E_tot in Eh: -1846.58938
Relative energy (zero: lowest compared OMol25 entry of this formula, charge and spin) in eV: 3.488
Kohn-Sham gap in eV: 9.547
Maximum force in hartree/bohr: 0.052
HOMO in eV: -9.30
SMILES string: COC[C@H](C)N.COC[C@H](C)N.COC[C@H](C)N.COC[C@H](C)N.OCCO.OCCO.OCCO
Net charge: 0